No. 1
Formula: C6H15N3
Source: the OMol25 dataset
Level of theory: ωB97M-V/def2-TZVPD

```
24
Properties=species:S:1:pos:R:3:mulliken_charge:R:1
C -0.83 0.84 0.25 0.731
C -0.41 -1.21 -0.97 -0.260
C 0.96 0.83 0.91 -0.967
C 1.47 -0.71 -0.70 -0.984
C 2.11 -0.05 0.48 -0.354
C -1.71 1.44 1.33 -1.533
N -1.16 -0.50 -0.04 -0.205
N -0.76 1.71 -0.89 -0.583
N -0.58 -2.62 -0.82 -0.642
H -1.35 -1.05 0.79 0.283
H -0.58 -0.86 -1.99 0.285
H -0.03 1.42 -1.53 0.264
H -1.64 1.74 -1.39 0.278
H 0.15 -3.02 -0.23 0.274
H -0.56 -3.11 -1.70 0.271
H 1.11 1.89 0.71 0.383
H 0.74 0.67 1.96 0.310
H 1.64 -0.20 -1.64 0.349
H 1.81 -1.74 -0.78 0.490
H 2.99 0.54 0.20 0.236
H 2.41 -0.77 1.25 0.275
H -1.83 0.75 2.17 0.381
H -1.25 2.35 1.69 0.312
H -2.70 1.67 0.94 0.404
```

Calculated values
gap between HOMO and LUMO = 0.31616 Eh
relative energy (zero: lowest compared OMol25 entry of this formula, charge and spin) = 2.9380 eV

=====

No. 2
Formula: C18H17N3O3
Source: the OMol25 dataset
Level of theory: ωB97M-V/def2-TZVPD

```
41
Properties=species:S:1:pos:R:3:mulliken_charge:R:1
C 3.39 4.83 -4.58 -1.209
C 3.00 3.43 -4.14 -0.178
O 1.90 3.53 -3.23 -0.249
C 1.38 2.38 -2.79 0.394
O 1.80 1.30 -3.10 -0.574
C 0.20 2.64 -1.88 -0.615
C 0.03 1.55 -0.86 0.496
N -1.10 0.91 -0.89 -0.972
N -1.35 -0.09 -0.07 -0.285
C -0.46 -0.50 0.80 0.207
N -0.76 -1.56 1.61 0.079
C -1.90 -2.35 1.68 0.707
C -3.02 -2.17 0.87 -0.393
C -4.10 -3.01 1.02 -0.830
C -4.10 -4.02 1.96 -0.636
C -2.99 -4.21 2.76 0.732
O -2.93 -5.19 3.70 -0.544
C -1.89 -3.37 2.62 -0.773
C 0.83 0.15 0.94 1.224
C 1.82 -0.21 1.87 -0.433
C 3.00 0.48 1.93 -0.857
C 3.23 1.56 1.07 -0.766
C 2.28 1.94 0.16 -0.556
C 1.07 1.23 0.07 0.538
H 2.55 5.32 -5.06 0.311
H 3.68 5.43 -3.72 0.311
H 4.22 4.78 -5.27 0.387
H 2.69 2.82 -4.99 0.298
H 3.83 2.92 -3.64 0.296
H 0.32 3.62 -1.41 0.351
H -0.71 2.66 -2.49 0.318
H -0.03 -1.84 2.26 -0.070
H -3.02 -1.37 0.14 0.473
H -4.97 -2.86 0.39 0.382
H -4.96 -4.67 2.06 0.258
H -3.75 -5.70 3.70 0.288
H -1.04 -3.54 3.26 0.327
H 1.67 -1.03 2.55 0.285
H 3.76 0.20 2.64 0.399
H 4.17 2.10 1.13 0.404
H 2.46 2.77 -0.50 0.473
```

Calculated values
SMILES = CCOC(=O)Cc1nnc(Nc2cccc(O)c2)c2ccccc12
gap between HOMO and LUMO = 0.29291 Eh
relative energy (zero: lowest compared OMol25 entry of this formula, charge and spin) = 2.1305 eV

=====

No. 3
Formula: C14H26Br2FO16PS4
Source: the OMol25 dataset
Level of theory: ωB97M-V/def2-TZVPD

```
64
Properties=species:S:1:pos:R:3:mulliken_charge:R:1
C 0.33 1.29 -5.01 -0.871
C 1.27 1.81 -3.81 -0.330
C 1.49 0.67 -2.71 0.195
F 0.59 0.96 -1.63 -0.362
P 3.31 0.81 -2.15 -0.246
C 3.35 -0.29 -0.59 0.016
Br 3.51 0.52 1.22 -0.155
C 3.26 -1.70 -0.73 0.391
C 3.25 -2.61 0.60 -0.811
Br 3.10 -2.54 -2.52 -0.156
H -0.22 2.20 -5.42 0.241
H 0.98 0.78 -5.79 0.311
H -0.40 0.49 -4.63 0.300
H 0.84 2.70 -3.26 0.237
H 2.30 2.02 -4.26 0.257
H 1.21 -0.37 -3.07 0.259
H 4.10 0.22 -3.19 0.077
H 2.50 -2.10 1.30 0.026
H 4.26 -2.62 1.10 0.335
H 2.83 -3.63 0.36 0.400
O 2.29 -3.59 4.24 -0.558
S 1.37 -4.02 3.22 1.101
O 1.81 -4.63 2.00 -0.521
O 0.40 -2.78 2.86 -0.279
C -0.96 -3.16 3.09 -0.096
C -0.91 -4.21 4.18 -0.413
O 0.26 -4.98 3.90 -0.330
H -1.36 -3.58 2.16 0.179
H -1.56 -2.30 3.37 0.330
H -1.79 -4.85 4.20 0.302
H -0.78 -3.75 5.17 0.323
O -0.15 0.75 6.93 -0.521
S 0.74 1.85 6.73 1.085
O 0.72 3.02 7.56 -0.533
O 0.63 2.32 5.18 -0.329
C 1.91 2.23 4.56 -0.216
C 2.64 1.13 5.31 -0.242
O 2.26 1.28 6.67 -0.325
H 2.41 3.20 4.69 0.295
H 1.81 2.01 3.50 0.224
H 3.72 1.20 5.20 0.312
H 2.31 0.14 4.97 0.240
O -3.22 -4.58 1.73 -0.507
S -3.63 -4.87 0.39 1.069
O -3.35 -6.12 -0.25 -0.557
O -3.12 -3.67 -0.57 -0.265
C -4.24 -3.08 -1.23 -0.331
C -5.42 -3.28 -0.29 -0.339
O -5.22 -4.58 0.27 -0.311
H -4.40 -3.60 -2.18 0.287
H -4.05 -2.02 -1.43 0.322
H -6.38 -3.22 -0.80 0.316
H -5.40 -2.56 0.53 0.276
O -3.14 4.70 -4.21 -0.556
S -1.87 4.72 -4.87 1.105
O -1.40 3.63 -5.67 -0.607
O -0.73 5.09 -3.78 -0.262
C -0.04 6.27 -4.19 -0.297
C -1.05 7.06 -5.01 -0.370
O -1.77 6.08 -5.75 -0.308
H 0.82 5.97 -4.81 0.266
H 0.32 6.82 -3.33 0.316
H -0.57 7.77 -5.68 0.308
H -1.75 7.59 -4.36 0.303
```

Calculated values
SMILES = CC[C@H](F)P/C(Br)=C(/C)Br.O=S1(=O)OCCO1.O=S1(=O)OCCO1.O=S1(=O)OCCO1.O=S1(=O)OCCO1
gap between HOMO and LUMO = 0.32685 Eh

=====

Results for LUMO level: 0.96 0.14 0.09 (in eV, following the order of the records).